Molecular formula: C2H4N2OS2
Method: DFT, ωB97M-V/def2-TZVPD

Each line ends with the natural charge from an NBO analysis.
Atoms and positions in Å:
C 0.4026 -0.7159 0.2549  0.78
C -1.6785 0.4570 -0.8505  -0.02
H 2.5537 -0.6295 1.5644  0.17
H 0.5228 1.3125 0.0339  0.43
H -1.3514 -1.5033 -0.5709  0.42
H -2.6151 0.1110 -1.3592  0.22
N 1.0450 0.4750 0.2229  -0.78
N -0.9224 -0.5768 -0.3315  -0.62
O 0.8378 -1.7607 0.6161  -0.60
S 2.5685 0.6972 1.0028  0.15
S -1.3628 2.1334 -0.5828  -0.15

Calculated values
energy: -1059.7196 Ha
energy relative to the best compared isomer or geometry (same formula, charge and spin): 0.645 eV
orbital gap: 8.453 eV
SMILES: O=C(NS)NC=S
multiplicity: 1